DFT (ωB97M-V/def2-TZVPD) results for 15 unconnected molecules or ions with the total composition C50H124Cl4F6N8O20P in a non-equilibrium geometry.

Output
HOMO-LUMO gap (eV): 8.471
E (eV): -182416.97238
Charge: -1
HOMO (eV): -6.6
LUMO energy (Ha): 0.069

Bonds (Å) are listed after each position.
Positions of all 213 atoms, in Å:
1 Cl -3.022 4.096 -2.340  C62 1.759
2 Cl -3.440 3.262 3.427  C49 1.755
3 Cl -0.681 3.607 2.691  C49 1.744
4 Cl -3.610 6.504 -3.944  C62 1.789
5 P -0.016 0.296 -0.053  F6 1.614, F7 1.637, F8 1.634, F9 1.670, F10 1.645, F11 1.636
6 F -0.505 0.212 1.484  P5 1.614
7 F -1.252 -0.683 -0.491  P5 1.637
8 F 0.441 0.249 -1.621  P5 1.634
9 F 1.279 1.220 0.456  P5 1.670
10 F -1.061 1.546 -0.284  P5 1.645
11 F 0.976 -0.980 0.198  P5 1.636
12 O -9.078 -4.281 -3.514  C51 1.389, C61 1.420
13 O 3.102 -2.807 -3.284  C45 1.409, C77 1.342
14 O -6.770 1.828 -0.888  C86 1.242
15 O 0.630 -5.870 4.108  C44 1.430, C54 1.418
16 O -3.709 -1.538 4.797  C40 1.370, C78 1.435
17 O -5.450 1.171 0.851  C80 1.444, C86 1.297
18 O 3.856 -3.281 -5.237  C47 1.388, C77 1.349
19 O -7.080 2.446 1.245  C81 1.428, C86 1.301
20 O 4.343 -1.181 -4.396  C77 1.248
21 O 7.637 -3.815 2.118  C53 1.405, C65 1.382
22 O 1.265 8.457 -2.309  C48 1.441, C50 1.417
23 O 8.029 -2.163 0.464  C65 1.254
24 O 1.742 3.023 -4.468  C74 1.407, C89 1.382
25 O -1.731 -2.025 5.888  C40 1.227
26 O -0.021 -1.157 -6.558  C67 1.398, C71 1.401
27 O 6.925 3.297 1.131  C57 1.428, C84 1.434
28 O -3.788 -2.733 6.663  C40 1.364, C55 1.364
29 O 6.101 -2.245 1.720  C65 1.366, C87 1.457
30 O 2.663 1.967 6.675  C59 1.438, C85 1.468
31 O -1.022 -5.264 -0.158  C64 1.455, C75 1.474
32 N 3.201 3.629 -1.168  C73 1.408, H161 1.010, H198 1.010
33 N 2.371 6.360 -0.787  C46 1.456, H151 1.010, H203 1.010
34 N 1.332 0.268 3.616  C66 1.462, H103 1.010, H129 1.010
35 N 1.182 -2.224 4.794  C60 1.485, H122 1.010, H163 1.010
36 N -6.710 -3.152 -4.282  C42 1.422, H180 1.010, H190 1.010
37 N 4.773 5.296 1.072  C58 1.485, H128 1.010, H133 1.010
38 N -1.776 -4.350 -3.828  C43 1.446, H154 1.010, H192 1.010
39 N -2.618 -1.995 -5.235  C63 1.466, H92 1.010, H205 1.010
40 C -2.951 -2.109 5.785  O16 1.370, O25 1.227, O28 1.364
41 C 0.347 5.793 0.271  C46 1.518, H93 1.090, H106 1.090, H207 1.090
42 C -7.103 -3.193 -2.917  N36 1.422, C51 1.532, C56 1.562, H186 1.090
43 C -1.815 -4.168 -2.394  N38 1.446, C75 1.600, C82 1.538, H175 1.090
44 C 0.463 -4.582 4.705  O15 1.430, C60 1.523, H177 1.090, H212 1.090
45 C 2.771 -1.992 -2.182  O13 1.409, H165 1.090, H194 1.090, H206 1.090
46 C 0.931 6.532 -0.920  N33 1.456, C41 1.518, C48 1.532, H159 1.090
47 C 4.777 -3.248 -6.275  O18 1.388, C88 1.528, H96 1.090, H141 1.090
48 C 0.581 8.010 -1.123  O22 1.441, C46 1.532, H94 1.090, H172 1.090
49 C -2.204 2.887 2.240  Cl2 1.755, Cl3 1.744, H99 1.090, H178 1.090
50 C 0.914 9.715 -2.860  O22 1.417, H91 1.090, H201 1.090, H209 1.090
51 C -8.629 -3.192 -2.779  O12 1.389, C42 1.532, H195 1.090, H197 1.090
52 C 3.657 1.700 -2.469  C73 1.597, H114 1.090, H158 1.090, H210 1.090
53 C 7.088 -4.168 3.362  O21 1.405, H95 1.090, H125 1.090, H127 1.090
54 C 1.406 -6.734 4.921  O15 1.418, H145 1.090, H157 1.090, H164 1.090
55 C -3.214 -3.397 7.707  O28 1.364, H90 1.090, H97 1.090, H174 1.090
56 C -6.411 -2.037 -2.129  C42 1.562, H117 1.090, H121 1.090, H183 1.090
57 C 7.881 2.237 1.169  O27 1.428, H115 1.090, H162 1.090, H193 1.090
58 C 4.850 4.238 2.111  N37 1.485, C68 1.491, C84 1.568, H118 1.090
59 C 2.569 0.995 5.619  O30 1.438, C66 1.509, H144 1.090, H179 1.090
60 C 1.322 -3.505 4.055  N35 1.485, C44 1.523, C76 1.543, H140 1.090
61 C -10.497 -4.339 -3.496  O12 1.420, H98 1.090, H136 1.090, H148 1.090
62 C -2.355 5.388 -3.329  Cl1 1.759, Cl4 1.789, H102 1.090, H204 1.090
63 C -1.917 -0.719 -5.068  N39 1.466, C67 1.560, C79 1.535, H184 1.090
64 C -0.435 -4.148 0.566  O31 1.455, H105 1.090, H199 1.090, H208 1.090
65 C 7.353 -2.677 1.388  O21 1.382, O23 1.254, O29 1.366
66 C 1.340 1.176 4.762  N34 1.462, C59 1.509, C70 1.490, H150 1.090
67 C -0.390 -1.000 -5.219  O26 1.398, C63 1.560, H146 1.090, H155 1.090
68 C 3.467 3.932 2.577  C58 1.491, H124 1.090, H166 1.090, H185 1.090
69 C -8.758 4.017 2.010  C81 1.542, H131 1.090, H134 1.090, H191 1.090
70 C 0.034 0.999 5.458  C66 1.490, H111 1.090, H147 1.090, H213 1.090
71 C 1.362 -1.371 -6.626  O26 1.401, H132 1.090, H152 1.090, H156 1.090
72 C 4.041 -0.801 1.476  C87 1.556, H109 1.090, H113 1.090, H120 1.090
73 C 3.145 3.212 -2.512  N32 1.408, C52 1.597, C74 1.538, H167 1.090
74 C 1.749 3.428 -3.121  O24 1.407, C73 1.538, H107 1.090, H137 1.090
75 C -0.852 -5.185 -1.621  O31 1.474, C43 1.600, H153 1.090, H187 1.090
76 C 2.822 -3.825 3.884  C60 1.543, H104 1.090, H139 1.090, H143 1.090
77 C 3.833 -2.315 -4.295  O13 1.342, O18 1.349, O20 1.248
78 C -3.012 -0.935 3.697  O16 1.435, C83 1.570, H168 1.090, H181 1.090
79 C -2.202 -0.352 -3.605  C63 1.535, H135 1.090, H176 1.090, H189 1.090
80 C -4.525 0.425 0.031  O17 1.444, H123 1.090, H149 1.090, H173 1.090
81 C -8.127 3.307 0.795  O19 1.428, C69 1.542, H169 1.090, H202 1.090
82 C -3.322 -4.208 -2.086  C43 1.538, H126 1.090, H130 1.090, H138 1.090
83 C -2.374 -2.081 2.834  C78 1.570, H101 1.090, H108 1.090, H110 1.090
84 C 5.606 2.969 1.587  O27 1.434, C58 1.568, H116 1.090, H196 1.090
85 C 3.626 1.617 7.727  O30 1.468, H112 1.090, H171 1.090, H188 1.090
86 C -6.458 1.786 0.313  O14 1.242, O17 1.297, O19 1.301
87 C 5.414 -1.254 0.901  O29 1.457, C72 1.556, H119 1.090, H160 1.090
88 C 4.295 -4.127 -7.428  C47 1.528, H170 1.090, H182 1.090, H211 1.090
89 C 0.550 3.021 -5.169  O24 1.382, H100 1.090, H142 1.090, H200 1.090
90 H -2.210 -3.761 7.489  C55 1.090
91 H 1.652 10.110 -3.558  C50 1.090
92 H -1.970 -2.686 -4.886  N39 1.010
93 H 0.751 4.781 0.237  C41 1.090
94 H -0.500 8.004 -1.263  C48 1.090
95 H 7.060 -3.371 4.105  C53 1.090
96 H 4.917 -2.199 -6.536  C47 1.090
97 H -3.780 -4.261 8.056  C55 1.090
98 H -11.020 -4.383 -2.541  C61 1.090
99 H -2.135 1.802 2.323  C49 1.090
100 H -0.176 2.434 -4.605  C89 1.090
101 H -1.901 -1.612 1.971  C83 1.090
102 H -1.688 5.909 -2.642  C62 1.090
103 H 2.072 0.551 2.988  N34 1.010
104 H 3.385 -2.931 3.617  C76 1.090
105 H 0.641 -4.265 0.441  C64 1.090
106 H -0.733 5.709 0.153  C41 1.090
107 H 0.923 2.911 -2.632  C74 1.090
108 H -3.117 -2.838 2.581  C83 1.090
109 H 3.560 -0.093 0.801  C72 1.090
110 H -1.577 -2.523 3.432  C83 1.090
111 H 0.043 1.726 6.269  C70 1.090
112 H 3.446 2.259 8.589  C85 1.090
113 H 4.206 -0.377 2.466  C72 1.090
114 H 3.579 1.113 -3.384  C52 1.090
115 H 8.084 2.087 2.229  C57 1.090
116 H 5.055 2.425 0.819  C84 1.090
117 H -5.357 -1.908 -2.379  C56 1.090
118 H 5.367 4.564 3.013  C58 1.090
119 H 6.086 -0.398 0.956  C87 1.090
120 H 3.313 -1.588 1.672  C72 1.090
121 H -6.474 -2.160 -1.048  C56 1.090
122 H 1.414 -1.481 4.151  N35 1.010
123 H -3.767 1.152 -0.259  C80 1.090
124 H 2.881 3.376 1.844  C68 1.090
125 H 7.756 -4.984 3.636  C53 1.090
126 H -3.839 -5.037 -2.569  C82 1.090
127 H 6.141 -4.688 3.217  C53 1.090
128 H 4.282 6.099 1.438  N37 1.010
129 H 0.526 0.456 3.037  N34 1.010
130 H -3.751 -3.283 -2.472  C82 1.090
131 H -8.095 4.604 2.646  C69 1.090
132 H 1.696 -2.340 -6.253  C71 1.090
133 H 4.044 5.028 0.426  N37 1.010
134 H -9.609 4.640 1.734  C69 1.090
135 H -3.200 0.081 -3.539  C79 1.090
136 H -10.787 -5.210 -4.082  C61 1.090
137 H 1.557 4.501 -3.141  C74 1.090
138 H -3.388 -4.219 -0.998  C82 1.090
139 H 3.241 -4.277 4.783  C76 1.090
140 H 0.902 -3.472 3.050  C60 1.090
141 H 5.681 -3.788 -5.994  C47 1.090
142 H 0.292 4.056 -5.392  C89 1.090
143 H 2.861 -4.487 3.019  C76 1.090
144 H 2.529 -0.006 6.050  C59 1.090
145 H 1.079 -6.762 5.961  C54 1.090
146 H -0.049 -1.862 -4.645  C67 1.090
147 H -0.054 0.035 5.960  C70 1.090
148 H -10.897 -3.486 -4.045  C61 1.090
149 H -4.897 -0.053 -0.876  C80 1.090
150 H 1.443 2.199 4.401  C66 1.090
151 H 2.654 6.870 0.038  N33 1.010
152 H 1.694 -1.306 -7.663  C71 1.090
153 H 0.164 -4.986 -1.961  C75 1.090
154 H -1.632 -5.344 -3.933  N38 1.010
155 H 0.143 -0.185 -4.730  C67 1.090
156 H 1.990 -0.650 -6.103  C71 1.090
157 H 1.364 -7.704 4.426  C54 1.090
158 H 2.938 1.209 -1.814  C52 1.090
159 H 0.680 6.017 -1.847  C46 1.090
160 H 5.254 -1.639 -0.106  C87 1.090
161 H 2.446 3.129 -0.720  N32 1.010
162 H 8.814 2.498 0.668  C57 1.090
163 H 0.226 -2.064 5.076  N35 1.010
164 H 2.458 -6.453 4.889  C54 1.090
165 H 2.376 -0.998 -2.389  C45 1.090
166 H 2.928 4.828 2.883  C68 1.090
167 H 3.885 3.885 -2.945  C73 1.090
168 H -2.232 -0.283 4.090  C78 1.090
169 H -7.687 4.075 0.159  C81 1.090
170 H 4.359 -5.183 -7.168  C88 1.090
171 H 4.681 1.696 7.465  C85 1.090
172 H 0.893 8.590 -0.254  C48 1.090
173 H -4.076 -0.346 0.657  C80 1.090
174 H -3.114 -2.697 8.536  C55 1.090
175 H -1.480 -3.146 -2.220  C43 1.090
176 H -1.644 0.518 -3.258  C79 1.090
177 H -0.613 -4.485 4.560  C44 1.090
178 H -2.447 3.228 1.234  C49 1.090
179 H 3.457 1.047 4.990  C59 1.090
180 H -7.282 -3.883 -4.680  N36 1.010
181 H -3.614 -0.277 3.070  C78 1.090
182 H 3.228 -4.011 -7.618  C88 1.090
183 H -6.848 -1.063 -2.350  C56 1.090
184 H -2.243 0.011 -5.810  C63 1.090
185 H 3.450 3.303 3.467  C68 1.090
186 H -6.673 -4.135 -2.576  C42 1.090
187 H -1.034 -6.159 -2.075  C75 1.090
188 H 3.377 0.605 8.044  C85 1.090
189 H -2.050 -1.080 -2.808  C79 1.090
190 H -5.759 -3.471 -4.402  N36 1.010
191 H -9.205 3.306 2.705  C69 1.090
192 H -2.747 -4.270 -4.096  N38 1.010
193 H 7.518 1.344 0.661  C57 1.090
194 H 3.673 -1.939 -1.573  C45 1.090
195 H -8.921 -3.274 -1.733  C51 1.090
196 H 5.717 2.286 2.429  C84 1.090
197 H -9.089 -2.264 -3.120  C51 1.090
198 H 2.886 4.589 -1.187  N32 1.010
199 H -0.586 -4.054 1.642  C64 1.090
200 H 0.709 2.537 -6.133  C89 1.090
201 H -0.057 9.811 -3.344  C50 1.090
202 H -8.865 2.673 0.303  C81 1.090
203 H 2.811 6.873 -1.538  N33 1.010
204 H -1.720 4.929 -4.087  C62 1.090
205 H -3.334 -1.964 -4.523  N39 1.010
206 H 2.085 -2.605 -1.597  C45 1.090
207 H 0.527 6.257 1.241  C41 1.090
208 H -0.818 -3.204 0.178  C64 1.090
209 H 0.729 10.428 -2.056  C50 1.090
210 H 4.611 1.501 -1.980  C52 1.090
211 H 4.753 -3.985 -8.407  C88 1.090
212 H 0.536 -4.622 5.792  C44 1.090
213 H -0.890 1.149 4.900  C70 1.090